The following is a quantum chemistry calculation of CH4INS as an isolated structure, from the OMol25 dataset.

Properties
- multiplicity = 3
- energy above the lowest of the compared OMol25 structures with the same formula, charge and spin (eV) = 2.699
- <S²> = 2.014
- frontier orbital gap (spin up / spin down) (Eh) = 0.257 / 0.240
- LUMO (spin up / spin down) (hartree) = 0.020 / -0.110

XYZ file:
```
8
Properties=species:S:1:pos:R:3:mulliken_charge:R:1
C 1.48264 1.66732 -0.03034 -0.255
N 1.87462 0.65391 -0.56881 -0.278
S -0.91316 -1.12629 0.33077 -0.292
I 3.64549 -0.24515 -0.03274 0.045
H 2.11949 2.34241 0.71153 0.191
H 0.55909 2.18504 -0.33085 0.309
H -0.70254 -0.02295 -0.40395 0.122
H -0.47948 -0.44319 1.56966 0.158
```